# 1
Molecular formula: N2
Method: DFT, wB97M-V/def2-TZVPD

Structure (XYZ):
```
2
Properties=species:S:1:pos:R:3:forces:R:3
N -0.58835 0.38697 0.23423 14.2 -9.4 -5.7
N 0.58835 -0.38697 -0.23423 -14.2 9.4 5.7
```
Positions in Å, forces in eV/Å.

Calculated values
Total energy = -109.34990 hartree
Orbital gap = 11.47 eV
Relative energy (zero: lowest compared OMol25 entry of this formula, charge and spin) = 532.19 kJ/mol
SMILES string = N#N
HOMO energy = -12.968 eV

=====

# 2
Molecular formula: C2H18F3N2O11SY
Method: DFT, wB97M-V/def2-TZVPD

Structure (XYZ):
```
38
Properties=species:S:1:pos:R:3:forces:R:3
Y -0.89438 -0.00137 0.22280 0.2 -0.3 0.5
S 3.37531 -3.08465 2.47663 1.5 -0.6 1.6
F 3.52172 -5.48189 3.93633 -1.5 1.3 -0.7
F 2.10323 -5.44153 2.27985 -0.4 -0.1 0.3
F 1.60035 -4.34781 4.13784 0.7 -0.6 -0.7
O 4.09776 -2.39638 3.55236 -1.1 -0.7 -0.9
O -2.35684 2.89454 1.53335 0.4 -1.0 -0.4
O 1.25189 -1.28713 -2.55189 -0.6 0.3 0.7
O -3.07089 -0.31083 -2.87577 0.5 0.0 0.7
O -1.33961 -3.51511 0.12130 0.1 1.1 -0.1
O 2.21606 -2.34374 1.98179 -0.9 0.2 -0.4
O 0.02381 3.16158 -2.86111 -1.1 -0.1 1.8
O -4.21901 -0.68426 1.39998 1.0 0.2 -0.4
O 4.24034 -3.51576 1.39083 -0.8 -0.1 0.4
O -1.11805 -0.32984 4.06153 -0.1 0.2 -0.9
O 1.82848 2.16387 1.25819 -0.9 -0.5 -0.3
N 0.78385 3.60045 -4.87156 0.7 0.4 -3.0
N 0.66146 5.27066 -3.52034 -0.7 2.7 2.4
C 0.39630 3.99023 -3.68067 0.7 -2.5 -0.1
C 2.57983 -4.73143 3.28817 1.9 1.1 0.0
H -2.93639 0.23269 -3.65213 0.1 0.3 -0.3
H -2.40962 3.07216 2.47246 0.0 0.0 0.4
H 1.71546 2.97795 1.74885 -0.1 0.3 0.2
H -0.66700 -1.01189 4.55914 0.3 -0.3 0.1
H -3.73698 -0.94558 -3.13965 -0.2 -0.3 0.0
H -1.73095 -4.10739 0.76340 -0.1 -0.1 0.4
H -4.53684 -0.55346 2.29334 0.0 0.1 0.4
H 2.77599 2.07527 1.15525 0.4 -0.2 -0.1
H -2.47166 3.75041 1.12040 0.0 0.3 -0.3
H 0.33859 5.65668 -2.64464 0.2 0.3 -0.3
H 1.07739 4.42350 -5.37804 0.3 -1.2 -1.2
H -1.51372 0.23165 4.72816 -0.1 0.2 0.2
H 1.92661 -1.96348 -2.49245 0.3 -0.3 0.2
H -1.33721 -4.01428 -0.69543 0.1 -0.2 -0.4
H 0.89908 5.92564 -4.25153 -0.1 -0.3 0.2
H 0.77155 2.67378 -5.27309 -0.1 0.4 0.4
H 1.15614 -1.12549 -3.49048 -0.1 0.2 -0.3
H -5.00214 -0.90766 0.89694 -0.2 -0.1 -0.3
```
Positions in Å, forces in eV/Å.

Calculated values
Total energy = -1759.48594 hartree
Orbital gap = 2.67 eV
Relative energy (zero: lowest compared OMol25 entry of this formula, charge and spin) = 0.00 kJ/mol
Net charge = +2
HOMO energy = -13.562 eV

=====

# 3
Molecular formula: C5H11NO
Method: DFT, wB97M-V/def2-TZVPD

Structure (XYZ):
```
18
Properties=species:S:1:pos:R:3:forces:R:3
O 0.32277 -2.45358 -1.88027 1.3 0.5 0.0
N -0.35090 1.96859 0.81874 -1.2 -2.5 3.9
C 1.04675 0.02055 1.39711 -0.1 -2.3 0.6
C -2.12380 0.38292 -0.90126 -1.1 0.3 0.3
C 2.28795 -0.25802 0.99620 3.6 1.1 1.8
C -0.94794 -0.22165 -0.17431 0.4 1.8 2.3
C -0.09000 0.51939 0.61979 -1.6 1.3 -2.8
H -2.80496 -0.37428 -1.36146 0.7 0.5 0.5
H 0.69496 -0.41240 2.35242 0.6 0.4 -0.1
H 3.18448 -0.63699 1.81093 -3.0 0.8 -2.3
H -1.67009 0.94025 -1.67996 0.1 0.6 -1.3
H -0.93341 -1.29862 -0.19023 0.5 -0.2 0.1
H -0.28371 2.12648 1.87449 -0.1 0.0 -2.2
H 0.62555 -1.67972 -1.30321 0.0 -1.7 -1.5
H 1.05646 -2.81807 -2.46176 -1.1 1.2 1.5
H -2.76569 1.18051 -0.39245 1.1 -1.3 0.0
H 2.80164 0.23979 0.11711 -1.1 -1.0 0.7
H -0.05004 2.77485 0.35813 1.0 0.6 -1.4
```
Positions in Å, forces in eV/Å.

Calculated values
Total energy = -326.99360 hartree
Orbital gap = 9.46 eV
Relative energy (zero: lowest compared OMol25 entry of this formula, charge and spin) = 361.66 kJ/mol
SMILES string = C=C/C(N)=C/C.O
HOMO energy = -8.609 eV

=====

# 4
Molecular formula: C13H29GeN2O4SeV
Method: DFT, wB97M-V/def2-TZVPD

Structure (XYZ):
```
51
Properties=species:S:1:pos:R:3:forces:R:3
Se 1.02705 1.38900 0.29142 0.2 0.1 -0.2
Ge 1.96712 0.23940 3.89185 -0.1 0.0 0.0
V 0.30787 0.15168 -1.77329 0.0 0.5 -0.1
O 1.74411 -0.10055 -3.09828 -0.3 -0.1 0.5
O -0.46686 -1.28132 -1.07300 0.2 -0.2 -0.1
O 1.89074 -1.18535 -5.05199 0.0 0.1 0.0
O -2.06725 1.57721 -5.05024 0.0 0.0 0.1
N -0.43100 3.22508 -2.50550 0.0 0.0 0.1
N -0.74931 0.62533 -3.43076 0.4 -0.1 0.0
C -0.25884 -0.36922 -4.37769 -0.1 -0.1 -0.1
C 2.96494 -0.98659 2.74129 0.0 0.0 0.0
C -0.99308 -3.57267 -1.37253 -0.1 0.0 0.0
C 2.23927 -0.35714 5.75656 0.0 0.0 -0.1
C 1.25208 -0.57553 -4.21579 0.0 -0.2 -0.1
C -0.57014 2.41243 0.76730 -0.1 0.0 0.1
C 2.64529 2.06531 3.72886 0.0 0.0 0.0
C -1.72486 2.79049 -3.02394 -0.1 0.0 -0.1
C -1.53776 1.57881 -3.93435 -0.2 0.1 0.1
C -1.44600 -2.23838 -0.78011 0.1 0.1 -0.1
C -2.76933 -1.79520 -1.39774 -0.1 -0.1 0.0
C 0.07959 0.18879 3.49862 0.1 0.0 0.1
C -1.55513 -2.32662 0.74002 -0.1 -0.1 0.0
H -1.73439 -4.35468 -1.18808 0.0 0.0 0.0
H -1.81073 -1.34935 1.15022 0.0 0.0 0.0
H -0.51592 1.08551 3.39018 0.0 0.0 0.0
H 2.82546 -0.71891 1.69536 0.0 0.0 0.0
H 1.92258 -1.39351 5.87899 0.0 0.0 0.0
H -1.44512 1.76990 0.85989 0.0 0.0 0.0
H 3.29667 -0.29173 6.01952 0.0 0.0 0.0
H -2.31819 -3.04959 1.04011 0.0 0.0 0.0
H -2.68687 -1.74477 -2.48434 0.0 0.0 0.0
H 0.27500 3.19695 -3.23048 0.0 0.0 0.0
H -0.04465 -3.87895 -0.93063 0.0 0.0 0.0
H 3.67466 2.11769 4.08633 0.0 0.0 0.0
H 4.02765 -0.94281 2.98466 0.0 0.0 0.0
H 1.67224 0.25690 6.45623 0.0 0.0 0.0
H -0.85272 -3.47224 -2.44961 0.0 0.0 0.0
H -3.57255 -2.48999 -1.13815 0.0 0.0 0.0
H -0.59657 -2.62795 1.16438 0.0 0.0 0.0
H -2.36850 2.51614 -2.17984 0.0 0.0 0.0
H -2.25239 3.53937 -3.62305 0.0 0.0 0.0
H -0.72396 -1.34982 -4.20758 0.0 0.0 -0.1
H 2.62211 -2.01173 2.88636 0.0 0.0 0.0
H -0.47012 4.16772 -2.14090 0.0 0.0 0.0
H -0.49382 -0.08388 -5.40284 0.1 0.0 0.0
H -0.39154 2.89040 1.72994 0.0 0.0 0.0
H -0.44954 -0.73839 3.32162 0.0 0.0 0.0
H 2.61718 2.37889 2.68583 0.0 0.0 0.0
H -0.75736 3.16931 0.01199 0.0 0.0 0.0
H -3.03853 -0.80166 -1.03516 0.0 0.0 0.0
H 2.04142 2.75624 4.31835 0.0 0.0 0.0
```
Positions in Å, forces in eV/Å.

Calculated values
Total energy = -6345.67148 hartree
Spin multiplicity = 4
Orbital gap (alpha / beta) = 7.39 / 7.19 eV
Relative energy (zero: lowest compared OMol25 entry of this formula, charge and spin) = 11.06 kJ/mol
Net charge = -1
HOMO energy (alpha / beta) = -4.649 / -4.898 eV

=====

# 5
Molecular formula: C20H44Be2ClF6LiN2NaO10P2S
Method: DFT, wB97M-V/def2-TZVPD

Structure (XYZ):
```
90
Properties=species:S:1:pos:R:3:forces:R:3
Cl 1.20713 3.90271 -3.43928 -0.4 -0.1 -1.5
S -0.95011 2.08516 -4.02308 0.8 0.3 -2.0
P -1.41810 2.19979 -1.84820 -0.3 0.5 4.4
P 0.10067 -2.25973 2.43556 -0.1 -0.5 0.9
Na -0.19582 -0.82429 -3.55465 0.8 -1.0 0.2
F -0.56412 -0.84535 1.87794 0.2 0.6 -1.3
F -1.09079 -3.00069 1.56675 -0.7 0.8 -0.8
F -0.21569 -3.59035 3.32630 0.9 -0.3 0.4
F -0.12901 -1.41049 3.80917 -0.3 -0.5 0.7
F 1.65554 -2.42661 2.93708 0.3 0.5 1.0
F 0.94219 -2.25202 1.02971 -0.5 -0.4 -1.5
O 6.07225 -2.13360 2.02213 0.2 0.2 -0.2
O -3.31269 -1.76859 -0.15419 0.1 0.8 -1.0
O 4.82558 1.59334 -1.12157 2.6 1.2 1.2
O 5.70255 2.60041 0.68934 -0.5 -0.2 0.6
O 3.52476 2.73790 0.31179 1.2 3.0 1.5
O -5.01478 0.60680 4.42328 0.1 0.1 0.0
O -3.29606 -3.69565 -1.13857 -1.5 -4.7 -0.1
O -6.29503 -1.16588 4.58929 0.0 -0.1 0.1
O -6.26824 1.32707 -1.13297 0.1 -0.2 -0.3
O -6.28901 0.21029 2.87346 0.0 0.1 -0.2
N -7.85354 2.63355 -0.25764 0.1 0.0 -0.2
N 6.55921 -4.71900 0.85651 -0.2 0.4 -0.1
C -4.01144 -0.59797 -0.57220 0.7 1.1 1.2
C -7.15844 3.03352 -2.56859 0.1 -0.1 0.0
C 6.82319 -2.24914 0.82648 -0.5 -0.3 -0.3
C -5.89081 -0.17754 3.99872 -0.1 -0.2 0.1
C -8.83826 3.70358 -0.22460 0.1 -0.3 0.4
C 2.60753 1.22384 -1.06550 -3.7 -3.6 -1.9
C 7.48857 -3.61780 0.60628 0.2 -0.1 0.4
C -7.05458 2.26596 -1.27590 0.0 -0.1 0.1
C -1.97945 -2.22210 -2.28644 0.9 1.5 0.1
C 8.74423 -3.82984 1.44703 0.1 0.1 0.0
C 4.59559 2.27901 -0.12500 2.4 -0.4 -1.2
C 1.26669 1.07775 -1.83655 0.4 0.1 0.5
C 6.79916 -1.79036 3.16700 -0.9 0.0 0.1
C 3.45408 -0.86123 0.10326 -0.1 0.0 -0.2
C -2.08998 2.33817 -0.10016 -1.1 0.3 -0.3
C -2.91765 -2.61378 -1.15391 0.8 2.9 0.3
C 2.61766 0.41344 0.25379 0.4 -0.1 -0.6
C -3.77209 0.51085 0.50071 -0.6 -0.3 -1.0
C 0.36292 2.21859 -1.32811 0.5 -0.6 0.2
C -3.59768 1.93486 -0.10229 1.1 -0.8 0.6
Be -4.50532 -0.32988 -3.36449 -0.2 0.3 -0.5
Be -6.06544 -2.32932 -0.04024 -0.4 -0.5 0.3
Li 7.61733 0.63492 1.88585 -0.6 0.2 -0.4
H -6.45435 2.61906 -3.28543 0.0 0.0 0.1
H -8.57341 4.40465 0.56695 -0.1 0.1 -0.1
H 3.09094 -1.45475 -0.74317 -0.1 -0.2 0.2
H 3.44891 -1.44781 1.01983 -0.2 -0.2 -0.1
H -2.06829 3.39989 0.16599 0.5 -0.1 0.2
H 0.88075 0.06188 -1.61411 -0.3 0.2 0.1
H -1.45811 -1.24417 -2.10866 -0.7 -0.8 0.6
H 1.54057 1.15093 -2.89538 -0.4 0.2 -0.1
H -4.63662 0.50009 1.17092 0.2 0.0 -0.1
H -8.88598 4.23329 -1.16945 0.0 0.0 0.0
H 9.30406 -4.68717 1.07676 -0.1 0.0 0.0
H 7.79120 -3.66167 -0.44379 -0.1 0.1 0.0
H -5.10599 -0.81513 -0.64913 0.6 0.3 -0.3
H -6.91187 4.08342 -2.40796 -0.1 0.0 -0.1
H 6.10451 -2.08294 0.02312 0.0 0.0 0.0
H -4.16249 2.62202 0.51994 -0.1 0.2 -0.2
H 3.37096 0.79790 -1.72245 -0.4 0.3 -0.1
H -2.90023 0.19528 1.07539 0.0 0.1 0.0
H -0.49997 0.80820 -4.16576 -0.2 1.7 -0.3
H 7.56444 -1.42661 0.74909 0.2 0.0 0.1
H -3.68074 -0.25869 -1.59405 0.0 -0.2 0.6
H 8.51436 -4.02837 2.49417 -0.1 0.0 0.0
H 5.76305 -4.63282 0.22981 0.1 -0.2 -0.1
H 6.11514 -1.28770 3.85290 0.0 0.0 0.0
H -2.50614 -2.13015 -3.23994 -0.3 -0.2 0.2
H 0.36814 2.13550 -0.24000 -0.3 -0.1 0.0
H -9.81659 3.27761 -0.00217 -0.1 0.1 -0.1
H -7.72843 2.07517 0.57428 -0.1 0.0 0.0
H 3.11432 1.02892 1.00338 -0.9 -0.7 0.3
H 2.86880 2.27280 -0.94978 -1.1 0.2 -0.8
H -1.56206 1.72428 0.62849 0.2 0.2 0.0
H 4.48685 -0.59524 -0.13727 -0.1 0.1 0.0
H -2.15657 0.98308 -1.97709 0.5 0.2 -0.6
H 0.84040 3.19998 -1.58390 -0.9 -1.1 0.4
H 1.58796 0.17067 0.51904 0.1 -0.1 0.4
H 7.58959 -1.08240 2.87741 0.7 0.0 0.3
H 5.18708 3.11022 1.33726 0.7 0.3 0.4
H -2.01250 3.45765 -2.14243 0.2 -0.5 -0.7
H 6.15380 -4.58241 1.77955 0.1 -0.2 0.0
H 9.40330 -2.95795 1.39991 0.0 0.0 0.0
H -3.96833 1.97058 -1.12965 -0.4 0.1 0.1
H -8.16367 2.94804 -2.98143 0.0 0.1 0.0
H 7.21916 -2.65094 3.68765 0.4 0.1 -0.1
H -1.24871 -3.02449 -2.39211 0.0 -0.1 0.2
```
Positions in Å, forces in eV/Å.

Calculated values
Total energy = -3989.15316 hartree
Orbital gap = 1.98 eV
Net charge = +1
HOMO energy = -9.687 eV

=====

# 6
Molecular formula: C4H13N2O2
Method: DFT, wB97M-V/def2-TZVPD

Structure (XYZ):
```
21
Properties=species:S:1:pos:R:3:forces:R:3
O -2.63522 0.29769 -2.92564 0.5 -0.9 0.0
O -1.68095 -0.41314 -0.78219 0.0 -0.8 0.5
N 0.73986 -1.91418 -0.57665 0.2 -0.5 0.0
N 1.87899 0.57837 1.92399 -0.3 -0.7 0.6
C 1.40826 -0.75319 -0.00199 -0.7 -0.4 -0.3
C 0.79259 -0.20064 1.29421 0.5 0.3 -0.8
C -0.48182 0.64853 1.02877 0.6 -0.1 -0.6
C -1.05967 0.75196 -0.39835 -0.6 -0.7 -0.5
H -2.22754 -0.31309 -2.11942 -0.6 1.6 -0.1
H 2.46508 -1.00076 0.13876 0.0 0.1 0.2
H -1.87494 0.87575 -3.05997 -0.2 0.0 -0.1
H 0.55663 -2.60906 0.14583 0.1 0.1 -0.1
H 1.31489 0.02716 -0.75970 0.4 0.1 0.1
H -1.29794 0.21506 1.60640 -0.1 0.4 0.2
H 1.54502 1.35045 2.48328 0.1 0.1 -0.3
H 2.54216 0.86578 1.22611 0.1 0.4 0.0
H 0.52915 -1.05772 1.92127 0.1 0.1 0.2
H -0.35460 0.99845 -1.22587 0.4 0.6 0.7
H -0.18002 -1.62984 -0.91911 -0.2 0.3 0.2
H -0.22173 1.66502 1.34001 -0.3 0.1 0.3
H -1.75819 1.61740 -0.33973 0.0 0.0 -0.1
```
Positions in Å, forces in eV/Å.

Calculated values
Total energy = -420.19258 hartree
Orbital gap = 7.56 eV
Relative energy (zero: lowest compared OMol25 entry of this formula, charge and spin) = 68.92 kJ/mol
Net charge = -1
HOMO energy = -3.559 eV

=====

# 7
Molecular formula: C3H2INO2
Method: DFT, wB97M-V/def2-TZVPD

Structure (XYZ):
```
9
Properties=species:S:1:pos:R:3:forces:R:3
I 0.53046 -0.07446 4.15637 -0.1 -0.2 -0.3
O 0.37140 0.47105 -0.98869 1.1 0.6 0.8
O 0.13352 -2.04122 0.80951 0.3 0.0 -0.4
N -0.61150 0.65412 -3.08265 -1.0 0.5 -2.7
C -0.02542 0.61059 -2.07343 -0.7 -1.5 0.9
C 0.21788 -1.02280 1.34891 -0.6 -0.6 0.4
C 0.13507 0.03676 2.10174 0.7 3.0 -0.3
H 0.22516 1.10410 1.67603 -0.3 -2.2 0.6
H -0.97658 0.26186 -3.94777 0.6 0.3 1.0
```
Positions in Å, forces in eV/Å.

Calculated values
Total energy = -618.39671 hartree
Orbital gap = 8.46 eV
Relative energy (zero: lowest compared OMol25 entry of this formula, charge and spin) = 81.64 kJ/mol
SMILES string = O=C=CI.N=C=O
HOMO energy = -8.565 eV

=====

# 8
Molecular formula: C17H10ClErN3OS
Method: DFT, wB97M-V/def2-TZVPD

Structure (XYZ):
```
34
Properties=species:S:1:pos:R:3:forces:R:3
Er 0.12436 0.17402 -0.63490 1.3 -0.9 -1.2
Cl -5.00002 4.20714 3.06143 0.0 0.0 0.0
S 1.97779 0.30984 -5.17189 0.1 0.0 -0.3
O -1.18630 1.63498 -0.55048 -1.1 1.0 0.5
N 1.06564 0.06201 -2.57505 0.1 0.0 -0.1
N 1.28357 -1.61921 0.29505 0.2 -0.4 0.4
N -0.58801 -0.12697 1.60684 -0.3 0.2 0.2
C -3.86915 3.43199 2.01550 0.0 0.1 -0.2
C 2.88348 -3.39938 0.18528 0.1 -0.1 0.1
C 2.18799 -2.32350 -0.37270 -0.1 0.1 0.0
C -3.13510 2.36785 2.46074 0.1 -0.2 0.0
C -3.70520 3.89816 0.70431 0.0 -0.1 0.2
C -2.03740 2.19133 0.29128 -0.6 0.5 0.4
C -2.20198 1.71654 1.62120 -0.1 0.4 -0.4
C 1.36725 -3.34827 3.56990 0.0 0.0 0.0
C -2.80595 3.28424 -0.13228 0.3 -0.2 -0.2
C 1.00654 -1.95070 1.59678 -0.1 -0.1 0.3
C -0.22733 -1.54606 3.62356 0.0 0.1 -0.2
C -1.48961 0.61655 2.18863 0.3 -0.3 -0.2
C 0.43569 -2.61650 4.24534 0.1 -0.1 0.1
C 0.03208 -1.19279 2.31821 0.1 -0.3 0.3
C 1.66959 -3.02702 2.23016 -0.1 0.2 -0.1
C 2.62406 -3.74824 1.48147 0.0 0.1 0.0
C 1.46132 0.17014 -3.70279 -0.1 0.0 0.4
H 3.60844 -3.93326 -0.41139 0.0 0.0 0.0
H -3.26964 2.01559 3.47591 0.0 0.0 0.0
H 0.19494 -2.85255 5.27276 0.0 0.0 0.0
H 1.88539 -4.17554 4.03728 0.0 0.0 0.0
H 3.13686 -4.57426 1.95863 0.0 0.0 -0.1
H -0.95390 -1.00657 4.21310 0.0 0.0 0.0
H -4.28954 4.74027 0.35985 0.0 0.0 0.0
H 2.37016 -2.02135 -1.39762 0.0 0.0 0.0
H -2.65930 3.62347 -1.14916 -0.1 0.1 0.0
H -1.75807 0.40903 3.22132 0.0 0.0 0.0
```
Positions in Å, forces in eV/Å.

Calculated values
Total energy = -2766.65782 hartree
Spin multiplicity = 4
Orbital gap (alpha / beta) = 7.09 / 7.09 eV
Net charge = +1
HOMO energy (alpha / beta) = -11.449 / -11.459 eV